75
Properties=species:S:1:pos:R:3:forces:R:3:mulliken_charge:R:1 method="wB97M-V/def2-TZVPD" total_energy_ha=-1404.326485 gap_ev=9.921 max_force_ha_per_bohr=0.0321 homo_energy_ev=-11.83 total_charge=+1
O -0.09240 0.06166 -0.07356 0.250 -0.394 0.107 0.394
H -0.78994 0.74426 0.21466 0.365 0.440 0.378 0.145
H 0.02252 0.03330 -1.08531 -0.377 0.286 -0.252 0.468
H -0.40709 -0.83349 0.25101 -0.228 -0.128 -0.258 0.559
C 1.84534 0.47831 -4.54005 1.102 0.001 -0.676 -1.433
C 1.53542 0.65461 -3.07982 -1.543 0.128 0.577 0.456
C 1.57506 2.10608 -2.64165 0.080 1.466 -0.659 -1.121
O 0.92413 2.33810 -1.41966 0.180 -0.878 0.829 0.180
C 1.38654 3.50203 -0.76657 -0.008 0.223 -0.640 -0.954
N 0.15253 0.09622 -2.81026 0.979 0.262 -0.080 -0.694
H 1.23697 1.06453 -5.23155 -0.314 0.132 0.392 0.361
H 1.73370 -0.56320 -4.84788 0.066 -0.038 0.093 0.376
H 2.87618 0.77041 -4.76711 -0.008 -0.112 0.076 0.433
H 2.18454 0.07709 -2.41742 0.269 0.005 -0.250 0.128
H 1.10752 2.80817 -3.35689 -0.190 -0.583 -0.408 0.380
H 2.60377 2.49610 -2.64142 0.149 -0.474 0.343 0.478
H 0.88400 3.62942 0.18627 -0.178 -0.218 0.027 0.188
H 1.14851 4.35656 -1.41200 0.212 0.212 0.233 0.316
H 2.46536 3.45081 -0.59238 0.009 0.061 -0.023 0.340
H -0.49808 0.67018 -3.34303 -0.204 0.015 0.218 0.256
H 0.17121 -0.79010 -3.30853 -0.319 0.056 0.102 0.069
C 1.83545 1.56146 4.46268 0.131 -0.593 -0.793 -1.463
C 2.40879 0.43378 3.57213 -0.362 0.673 1.044 1.583
C 3.91664 0.53154 3.42788 0.392 0.646 -0.116 -0.952
O 4.38629 -0.21227 2.32207 -0.008 -0.336 0.026 -0.369
C 4.27118 0.48634 1.10867 0.039 0.627 -0.173 -0.531
N 1.99326 -0.83303 4.19406 0.372 -0.737 -0.338 -0.691
H 2.12465 2.55057 4.11379 0.247 0.023 0.131 0.413
H 2.17274 1.37053 5.48058 -0.096 0.379 0.142 0.387
H 0.74992 1.51855 4.40466 -0.100 -0.090 0.300 0.331
H 1.93140 0.49557 2.59193 0.135 -0.063 -0.102 -0.654
H 4.45114 0.18509 4.31647 -0.269 -0.401 0.024 0.346
H 4.24815 1.57950 3.35795 -0.218 0.017 -0.343 0.392
H 3.24246 0.76433 0.84216 -0.099 -0.203 0.153 0.045
H 4.67658 -0.11149 0.29543 0.076 -0.164 0.164 0.300
H 4.83198 1.42834 1.17087 0.091 -0.065 -0.093 0.381
H 2.25971 -0.83613 5.17650 -0.266 0.291 0.063 0.296
H 2.60291 -1.56449 3.82556 -0.286 -0.061 -0.267 0.222
C -2.48086 3.10008 -0.64523 0.226 -0.338 -0.637 -1.184
C -2.81052 2.30083 0.60000 0.551 0.502 0.913 0.051
C -3.66363 1.08147 0.31230 0.321 0.424 -0.481 -0.877
O -2.93894 0.20545 -0.53663 -0.153 -0.037 0.255 0.015
C -3.75683 -0.85498 -0.98803 -0.015 -0.200 0.109 -0.851
N -1.53517 1.92198 1.26920 -0.172 -0.303 -0.163 -0.831
H -1.94614 2.47472 -1.36533 -0.104 -0.113 0.038 0.080
H -1.80462 3.93720 -0.46853 -0.218 0.120 0.318 0.383
H -3.38490 3.45997 -1.13674 0.001 0.104 0.101 0.456
H -3.32283 2.95681 1.31307 -0.547 -0.150 -0.260 0.536
H -4.54400 1.45696 -0.22290 -0.238 -0.238 0.201 0.426
H -3.95177 0.55397 1.22675 -0.126 0.067 0.056 0.420
H -3.12532 -1.55842 -1.52659 -0.126 0.167 -0.225 -0.023
H -4.57496 -0.47654 -1.60715 0.086 -0.064 -0.174 0.363
H -4.21098 -1.41842 -0.16263 0.055 0.149 0.126 0.386
H -1.70897 1.43349 2.14724 -0.147 -0.259 -0.168 0.199
H -1.10145 2.78626 1.57755 0.308 -0.027 -0.274 0.298
C -1.87926 -2.57688 1.54743 0.278 0.885 0.442 -0.150
C -0.99474 -2.42433 2.77170 0.316 -0.080 -0.002 -0.716
O -0.72297 -1.05479 3.05393 -0.023 -0.305 -0.240 -0.438
O -1.11359 -2.32330 0.36060 0.109 -0.320 0.170 -0.541
H -2.65138 -1.80105 1.60449 -0.178 -0.195 0.107 0.003
H -2.35000 -3.55945 1.53594 0.113 -0.080 -0.161 0.481
H -0.02777 -2.91181 2.60892 -0.165 -0.315 -0.202 0.362
H -1.45710 -2.91739 3.63267 -0.197 0.069 -0.036 0.394
H 0.14144 -1.08201 3.51558 0.004 0.490 0.128 0.260
H -1.57090 -2.76026 -0.38236 -0.020 -0.009 0.066 0.050
C -1.30936 -4.24131 -2.44509 0.867 -0.093 0.445 -0.443
C -0.92359 -2.92446 -3.10969 -1.388 -0.683 -0.031 0.244
O -0.04023 -3.16087 -4.18570 0.214 0.566 0.288 -0.583
O -2.36562 -3.97055 -1.51261 0.350 -0.073 -0.024 -0.503
H -0.39484 -4.57630 -1.93413 -0.219 -0.144 0.249 0.269
H -1.58070 -5.06037 -3.11030 -0.185 0.397 -0.428 0.371
H -0.56448 -2.24371 -2.33246 0.308 -0.173 -0.109 -0.191
H -1.84427 -2.46826 -3.48711 0.123 0.042 -0.277 0.285
H 0.85895 -3.01697 -3.87632 0.104 -0.236 -0.104 0.371
H -2.51672 -4.78601 -1.02211 -0.185 0.050 0.030 0.269

77
Properties=species:S:1:pos:R:3:forces:R:3:mulliken_charge:R:1 method="wB97M-V/def2-TZVPD" total_energy_ha=-1493.205142 gap_ev=4.649 max_force_ha_per_bohr=0.0697 homo_energy_ev=-6.29
N -8.68403 34.24198 -6.44871 1.755 -0.278 -0.676 -0.469
H -7.99630 34.96986 -6.31710 -0.410 1.162 1.087 0.365
H -8.44229 34.06683 -7.41358 -0.902 -0.741 -0.909 0.350
H -9.66266 34.43434 -6.28945 -0.558 0.366 0.145 0.367
H -8.33871 33.46125 -5.90896 -0.264 -0.656 0.485 0.364
N -13.80634 32.51015 -5.12950 2.770 -0.603 -2.197 0.967
O -14.95540 32.19083 -5.17685 -3.339 0.479 0.653 -0.606
O -12.96422 31.58541 -5.13855 1.347 -0.368 0.772 -0.675
O -13.39116 33.68612 -5.30243 -0.322 0.651 0.648 -0.679
C -6.05497 32.63859 -0.43427 -0.608 1.015 -0.028 -1.207
C -6.04741 32.74817 -1.96342 -0.167 2.315 1.243 0.379
C -4.59775 32.96423 -2.38762 0.079 -0.076 -0.925 -0.917
O -4.48597 33.15839 -3.76627 0.820 -0.981 -2.205 -0.353
C -3.27745 32.54666 -4.30677 -0.723 0.998 0.623 -0.775
N -6.69818 31.67349 -2.60172 0.670 -2.129 -1.034 -0.704
H -5.09596 32.96103 -0.02877 0.091 -0.728 0.349 0.326
H -6.46176 31.66658 -0.15532 0.686 -0.078 0.393 0.327
H -6.75496 33.37596 -0.04133 -0.176 -0.052 0.133 0.311
H -6.64576 33.61847 -2.23294 0.338 0.501 -0.062 0.298
H -3.98480 32.10279 -2.12243 -0.058 -0.288 0.473 0.501
H -4.09791 33.87016 -2.04479 -0.463 -0.029 1.401 0.364
H -3.05543 33.03413 -5.25608 -0.235 -0.302 -0.074 0.241
H -3.36156 31.46222 -4.37760 -0.242 -0.028 -0.227 0.312
H -2.43163 32.75554 -3.65173 0.115 0.106 0.165 0.354
H -6.13215 30.89444 -2.29714 0.148 -0.901 -0.558 0.277
H -7.59366 31.40058 -2.22262 -0.386 0.736 0.218 0.269
C -4.83360 29.72233 -14.42628 0.915 0.437 1.644 -1.177
C -3.86471 29.79520 -13.17096 -1.558 -0.851 0.329 0.347
C -4.61448 29.25339 -11.84425 -0.915 0.592 -1.789 -0.653
O -5.79245 30.06816 -11.66490 1.840 1.029 -0.254 -0.248
C -6.87072 29.60711 -10.89346 0.539 0.139 -1.113 -0.657
N -2.65403 29.04879 -13.39978 1.127 -0.697 -0.128 -0.723
H -4.47511 30.40198 -15.19937 -0.020 -0.080 -0.071 0.328
H -5.83138 30.02474 -14.10838 -0.072 -0.199 -0.290 0.296
H -4.76855 28.69274 -14.77818 -0.409 0.041 -0.127 0.301
H -3.49860 30.80466 -12.98377 -0.549 0.218 0.093 0.253
H -3.94283 29.19572 -10.98770 -0.015 0.371 0.137 0.363
H -5.02874 28.26175 -12.02631 0.460 -0.528 -0.234 0.323
H -7.26740 28.73985 -11.42127 -0.270 -0.517 0.605 0.328
H -7.59449 30.41152 -11.02462 -0.210 -0.131 0.582 0.148
H -6.56776 29.44085 -9.85969 -0.371 -0.208 0.116 0.274
H -2.25274 29.28706 -14.29548 0.210 0.782 -0.063 0.249
H -2.75693 28.05744 -13.56331 -0.718 -0.388 0.573 0.247
C -10.29202 41.01247 -2.00939 -1.051 -0.074 0.961 -1.640
C -9.95092 40.89821 -3.44599 -0.131 -2.676 -1.024 0.815
C -8.82253 39.88241 -3.69601 1.577 -0.738 2.083 -0.942
O -8.60304 39.30625 -4.95431 0.308 1.430 -1.075 -0.400
C -8.28424 40.31155 -5.95148 -0.691 -0.666 -0.065 -0.807
N -11.13280 40.41920 -4.20690 0.229 1.486 -0.603 -0.631
H -10.89692 40.18890 -1.63000 0.514 -0.617 -0.031 0.388
H -11.03012 41.80911 -1.91627 0.443 0.568 0.201 0.373
H -9.40734 41.16494 -1.39117 -0.190 0.161 0.125 0.363
H -9.50832 41.87239 -3.65382 -0.752 0.294 -1.171 0.199
H -8.75667 39.02492 -3.02631 -1.530 -0.465 0.178 0.446
H -7.89791 40.27495 -3.27281 0.664 1.096 -0.638 0.467
H -7.81447 41.21547 -5.56373 0.136 -0.182 0.355 0.320
H -9.21659 40.60566 -6.43349 -0.024 0.213 -0.141 0.309
H -7.64570 39.87365 -6.71867 0.053 -0.125 0.183 0.267
H -11.75623 39.75629 -3.76874 0.369 0.152 0.626 0.247
H -10.86788 40.01039 -5.09166 0.084 0.088 0.009 0.226
C -9.68738 34.74478 -13.49503 -0.325 -1.314 -1.253 -1.530
C -9.84685 35.46547 -12.20907 -0.702 0.877 0.594 0.431
C -11.34965 35.35499 -11.69800 0.722 -1.349 -1.174 -0.658
O -12.21837 35.69508 -12.78122 1.006 -0.656 0.685 -0.315
C -13.58637 35.55495 -12.41181 0.364 1.037 -1.094 -0.788
N -8.83392 34.99832 -11.26480 -0.841 0.124 0.909 -0.564
H -10.40784 35.09953 -14.23205 0.313 -0.041 -0.179 0.357
H -9.84074 33.67054 -13.39217 -0.712 -0.273 0.378 0.380
H -8.66757 34.68085 -13.87453 0.154 1.024 -0.093 0.413
H -9.61974 36.50766 -12.43352 -0.251 0.282 0.292 0.260
H -11.63396 35.78651 -10.73828 0.398 0.933 -0.082 0.405
H -11.55951 34.29864 -11.53007 0.399 -0.542 0.221 0.258
H -14.10580 35.27841 -13.32931 -0.207 0.369 -0.011 0.240
H -13.75837 36.59153 -12.12192 -1.419 -0.331 0.518 0.297
H -13.86251 34.78204 -11.69457 0.548 0.151 0.430 0.347
H -8.02193 35.59829 -11.29320 0.111 -0.398 -0.136 0.274
H -8.62782 34.03496 -11.48745 0.489 0.068 0.120 0.204

81
Properties=species:S:1:pos:R:3:forces:R:3:mulliken_charge:R:1 method="wB97M-V/def2-TZVPD" total_energy_ha=-1978.657570 gap_ev=3.013 max_force_ha_per_bohr=0.0954 homo_energy_ev=-6.57 total_charge=+1
Rb -9.98393 8.99490 -22.38419 0.373 -0.804 0.657 0.953
Rb -4.20134 4.13517 -22.00127 -0.998 0.194 0.123 0.922
Rb -4.34605 6.54421 -17.31558 -0.953 0.005 -0.298 0.907
Rb -10.35067 1.55373 -19.98535 0.442 0.931 0.037 0.924
P -8.23349 5.57201 -19.98302 -1.456 1.157 -2.034 0.352
O -7.58971 4.36209 -19.27959 1.289 -0.465 1.471 -0.813
O -7.55854 7.00352 -19.82697 0.405 -0.926 0.982 -0.836
O -9.76137 5.63618 -19.68712 -0.121 0.178 0.919 -0.755
O -8.16769 5.25148 -21.50894 0.769 -0.397 -1.864 -0.754
C -10.38760 4.01413 -13.62066 -1.354 -2.381 0.722 -1.081
C -9.57676 3.36612 -14.73292 0.718 1.449 0.249 -0.079
O -8.79693 4.45497 -15.20279 0.670 0.110 -0.882 -0.484
H -9.83162 4.52386 -12.83378 0.333 0.508 -0.755 0.302
H -10.82338 3.20746 -13.03120 -0.187 -0.459 0.169 0.351
H -11.30048 4.50805 -13.95349 0.550 0.652 -0.260 0.266
H -10.09066 2.96352 -15.60580 -0.859 -0.074 0.405 0.244
H -8.88532 2.58409 -14.41915 -0.164 -0.219 0.572 0.206
H -8.70775 4.30308 -16.14650 0.387 0.524 -0.407 0.291
C -6.45503 8.11937 -27.27908 -0.053 0.236 -1.118 -1.240
C -7.29343 7.28825 -26.33557 0.300 0.681 -1.600 0.035
O -6.56678 7.28203 -25.15097 0.051 -0.642 1.051 -0.481
H -6.84651 8.19050 -28.29386 -0.680 0.106 0.085 0.390
H -5.49794 7.65042 -27.50744 0.255 0.021 0.708 0.301
H -6.32809 9.13684 -26.90927 0.211 -0.106 0.069 0.289
H -7.43569 6.31596 -26.80728 0.018 -0.422 0.341 0.221
H -8.28312 7.72707 -26.20881 -0.199 0.126 0.080 0.210
H -7.01900 6.68469 -24.55074 0.034 -0.083 0.571 0.294
C -16.04585 5.08473 -17.41939 0.022 0.396 0.686 -1.136
C -14.63644 5.65024 -17.63390 -0.471 -0.618 0.221 -0.051
O -13.76238 4.61208 -18.00299 0.336 -1.011 -0.741 -0.509
H -16.08135 4.12995 -16.89476 0.475 -0.256 -0.342 0.310
H -16.62498 5.03069 -18.34123 0.140 -0.123 0.016 0.287
H -16.58652 5.71559 -16.71385 -0.106 0.429 -0.227 0.339
H -14.18270 6.03726 -16.72152 -0.602 0.737 0.115 0.224
H -14.68955 6.37410 -18.44711 0.098 0.443 0.265 0.248
H -12.95762 5.01624 -18.33559 0.298 -0.011 -0.062 0.297
C -5.38195 -0.80172 -16.36688 0.773 -0.430 0.735 -1.030
C -5.14887 0.30196 -17.31631 0.509 0.100 -1.155 -0.163
O -6.34431 0.47404 -18.03660 -0.941 0.897 -0.173 -0.475
H -4.45365 -1.02838 -15.84251 0.066 -0.179 0.063 0.335
H -5.66550 -1.67836 -16.94928 -0.314 -0.057 0.364 0.279
H -6.10486 -0.50384 -15.60742 -0.238 -0.277 -0.198 0.259
H -4.42595 0.04077 -18.08914 0.657 -0.306 0.247 0.224
H -4.77014 1.21611 -16.85916 -0.318 0.199 0.282 0.296
H -6.41563 1.40783 -18.24767 -0.345 0.229 -0.240 0.291
C -13.84882 3.64962 -24.56071 0.704 1.295 -0.096 -1.098
C -12.62326 3.76005 -23.64520 -0.200 -1.354 0.362 -0.018
O -11.70881 4.70000 -24.11872 0.052 1.055 -0.801 -0.516
H -13.58519 3.29473 -25.55703 -0.031 -0.573 0.206 0.289
H -14.14038 4.67880 -24.77023 -0.293 0.187 0.180 0.284
H -14.71292 3.15780 -24.11399 0.307 -0.260 -0.076 0.335
H -12.08731 2.81238 -23.59253 -0.158 -0.557 -0.074 0.176
H -12.91465 3.96177 -22.61443 -0.280 0.359 0.124 0.265
H -10.87973 4.64590 -23.63779 0.068 -0.048 0.336 0.300
C -5.56065 13.14445 -17.74456 1.011 -0.387 -1.078 -1.094
C -6.32920 11.84967 -18.06033 -1.169 2.297 4.177 -0.045
O -5.92953 11.22310 -19.17591 0.657 -0.703 -2.283 -0.513
H -5.85704 14.01329 -18.33225 -0.118 -0.230 -0.349 0.274
H -4.54885 12.86439 -18.03768 0.434 0.570 0.163 0.283
H -5.54460 13.51382 -16.71918 -0.276 -0.648 0.157 0.336
H -7.36422 12.17602 -17.95858 -0.692 -0.499 -0.857 0.215
H -6.20393 11.22157 -17.17836 0.184 -0.383 0.237 0.225
H -6.35919 10.36563 -19.21758 -0.112 -0.186 -0.188 0.323
C -11.42301 10.70955 -16.07278 0.895 -1.222 -1.105 -1.074
C -10.85087 9.30936 -16.60947 -1.178 0.422 0.823 -0.110
O -11.38610 9.01637 -17.86008 -0.615 0.987 -2.297 -0.556
H -11.02774 10.94130 -15.08376 -0.359 -0.230 0.114 0.338
H -12.50757 10.77361 -16.16061 -0.042 -0.529 0.541 0.310
H -11.12268 11.54393 -16.70659 0.523 -0.170 -0.281 0.280
H -11.25517 8.43325 -16.10245 0.519 0.455 1.702 0.231
H -9.76379 9.24833 -16.66093 0.150 0.365 0.374 0.262
H -11.09167 8.14672 -18.14047 0.268 -0.256 -0.078 0.319
C -7.70573 0.61972 -26.05917 0.591 0.655 -0.169 -1.184
C -7.78273 2.02588 -25.37115 -0.327 -2.258 -0.311 -0.029
O -7.88087 1.79712 -23.95920 0.021 0.493 -0.444 -0.498
H -8.42078 -0.12016 -25.69948 -0.199 0.422 0.352 0.306
H -6.72092 0.16430 -25.95500 0.101 0.100 0.265 0.291
H -7.86083 0.67773 -27.13652 -0.095 0.310 -0.046 0.360
H -8.67510 2.52192 -25.75284 -0.008 0.288 0.096 0.245
H -6.89387 2.63144 -25.54814 0.028 -0.021 -0.441 0.234
H -7.89344 2.69741 -23.62615 -0.176 0.186 0.920 0.293